Computed, not measured: a structure of composition C9H19N5O4 in a non-equilibrium geometry, with ωB97M-V/def2-TZVPD.

The value obtained for the frontier orbital gap is 9.844 eV. Its relative energy (zero: lowest compared OMol25 entry of this formula, charge and spin) is 153.5 kcal/mol. The value obtained for the strongest force on any atom is 6.90 eV/Å. The value obtained for the LUMO energy is 0.523 eV.

```
37
C9H19N5O4 | the Open Molecules 2025 dataset | ωB97M-V/def2-TZVPD
C -2.15973 0.59695 -0.48799
C -1.08672 -0.64115 -0.36811
C -1.73103 1.93947 0.32487
C -1.40005 1.57883 1.71861
C -0.13389 2.17772 2.44166
C 1.56722 2.53152 0.56725
C 1.11679 -1.41892 -0.46950
C 0.89124 -2.02285 -1.74610
C 1.13190 -2.51855 0.46810
H -3.36227 -0.84217 -0.06375
H -3.61273 0.82586 1.05995
H -2.06896 0.82158 -1.59083
H -0.90416 2.44633 -0.16616
H -2.64584 2.45573 0.26258
H -2.25105 1.94594 2.18924
H -1.24794 0.53382 1.80353
H 0.03881 1.22911 3.41976
H -0.07103 3.33979 2.76825
H 1.04340 0.79682 1.23991
H 2.05429 2.53181 -1.36562
H 2.31171 4.16566 -0.10602
H 1.28978 4.32396 1.50782
H 0.48931 0.50393 -0.81308
H 2.19232 -1.02897 -0.34154
H 0.82840 -2.09994 1.45359
H 2.11355 -2.86260 0.61478
H -0.60073 -3.36874 0.10940
H 1.50613 -3.44490 -2.82113
N -3.49081 0.38799 -0.01423
N 1.16044 1.84194 1.74872
N 1.93965 2.00319 -0.45824
N 1.42001 3.91317 0.53809
N 0.21161 -0.28642 -0.21299
O -1.56742 -1.79971 -0.19775
O -0.14182 -1.82977 -2.41004
O 0.35842 -3.73201 0.31911
O 1.98036 -2.71728 -2.09417
```

Atom charges from the Löwdin analysis, given in e for atoms 1 to 6:
1. C -0.332
2. C -0.359
3. C -0.163
4. C -0.242
5. C -0.166
6. C -0.685

=====

Computed, not measured: a cluster of 7 separate species, C37H69NO17S6 in total in a non-equilibrium geometry, with ωB97M-V/def2-TZVPD.

Its SMILES is C#C[C@]1(OCCCC)OC(=O)O[C@]1(CN)COCC.O=S1(=O)CCCC1.O=S1(=O)CCCC1.O=S1(=O)CCCC1.O=S1(=O)CCCC1.O=S1(=O)CCCC1.O=S1(=O)CCCC1. The value obtained for the frontier orbital gap is 9.406 eV. The value obtained for the strongest force on any atom is 2.18 eV/Å. The value obtained for the LUMO energy is 0.287 eV.

```
130
C37H69NO17S6 | the Open Molecules 2025 dataset | ωB97M-V/def2-TZVPD
C -2.51293 1.41427 2.27689
C -3.04525 1.18100 1.23034
C -3.95266 1.18378 0.03499
O -4.82032 2.20266 -0.01144
C -6.04790 1.97673 0.70470
C -5.87917 2.02604 2.22260
C -7.00502 2.76599 2.91500
C -8.30869 1.93749 2.93252
O -4.48735 -0.16889 0.01875
C -3.31882 -0.89981 -0.10312
O -3.10245 -1.95886 0.35387
O -2.42445 -0.16533 -0.85145
C -3.08905 1.02778 -1.22303
C -3.86073 0.89496 -2.55918
N -4.04358 -0.44109 -3.07592
C -2.26864 2.32248 -1.33144
O -1.03738 2.15636 -2.00711
C 0.02760 1.84805 -1.11310
C 0.81157 0.66451 -1.69561
H -2.02397 1.58091 3.19795
H -6.69237 2.80788 0.44384
H -6.57175 1.09111 0.37261
H -4.92958 2.46787 2.50368
H -5.85411 0.99247 2.56882
H -7.23630 3.70355 2.41236
H -6.72096 2.99007 3.94186
H -8.35950 1.28652 2.06689
H -9.13590 2.63851 2.89832
H -8.40972 1.38587 3.85248
H -3.28786 1.43222 -3.30323
H -4.81192 1.41565 -2.49914
H -4.38198 -1.09768 -2.39323
H -3.23238 -0.78177 -3.56086
H -2.86209 3.01419 -1.91936
H -2.08976 2.81039 -0.37349
H -0.34581 1.52860 -0.14595
H 0.70382 2.69461 -1.01421
H 0.91529 0.82161 -2.75724
H 0.25402 -0.23143 -1.45306
H 1.80025 0.61307 -1.25159
C -5.32094 -0.07403 8.07805
C -4.07925 -0.11136 7.17866
C -4.45299 0.56447 5.85471
S -5.74698 1.75152 6.24206
O -6.96364 1.32966 5.60200
O -5.23162 3.08830 6.09305
C -5.86239 1.34894 7.98223
H -5.08395 -0.34142 9.10683
H -6.06678 -0.78163 7.70877
H -3.26619 0.43914 7.65578
H -3.73042 -1.12937 7.01307
H -3.60962 1.09152 5.41495
H -4.86044 -0.14788 5.13916
H -6.89528 1.44319 8.30933
H -5.22967 2.05048 8.52524
C 4.80858 -3.03012 -3.29950
C 5.72753 -2.30687 -4.28965
C 4.98082 -1.06033 -4.78244
S 3.86894 -0.58712 -3.45735
O 2.51017 -0.75417 -3.91201
O 4.31933 0.64847 -2.86144
C 4.27235 -1.94548 -2.36821
H 5.33908 -3.80468 -2.74635
H 3.98653 -3.50234 -3.83486
H 6.64060 -2.01065 -3.78263
H 6.00666 -2.94811 -5.12016
H 5.65627 -0.23355 -4.98823
H 4.37722 -1.27418 -5.66290
H 3.38285 -2.24603 -1.81762
H 5.04272 -1.59881 -1.67918
C -4.42012 6.41944 -0.00929
C -4.34714 7.67598 0.86716
C -5.77124 7.98436 1.34565
S -6.63799 6.40960 1.39386
O -7.69056 6.43318 0.40989
O -6.89472 6.05149 2.76317
C -5.28335 5.42540 0.75947
H -3.43147 6.01123 -0.21593
H -4.89147 6.66164 -0.96452
H -3.70341 7.48223 1.72772
H -3.92399 8.52151 0.32634
H -5.78292 8.42317 2.33993
H -6.29886 8.63192 0.64794
H -5.67267 4.62479 0.14019
H -4.74665 5.01267 1.61413
C 2.61815 -8.11979 -5.30465
C 4.03834 -8.59942 -4.97759
C 5.01096 -7.75467 -5.81069
S 4.19646 -6.17579 -6.08194
O 3.92884 -6.03004 -7.48795
O 4.87766 -5.14708 -5.33455
C 2.67004 -6.59629 -5.24939
H 1.88504 -8.51870 -4.60543
H 2.33942 -8.44669 -6.30867
H 4.23691 -8.44894 -3.91438
H 4.16423 -9.66080 -5.18622
H 5.95160 -7.58291 -5.29368
H 5.20024 -8.20078 -6.78504
H 1.83648 -6.11347 -5.75380
H 2.74476 -6.23949 -4.22212
C 11.43753 -3.35612 -2.26525
C 10.95239 -4.67856 -2.87260
C 9.43603 -4.56229 -3.07483
S 9.09611 -2.81456 -3.31377
O 8.30252 -2.34505 -2.20466
O 8.70833 -2.58630 -4.68001
C 10.77961 -2.25364 -3.08992
H 12.52316 -3.27517 -2.28611
H 11.11408 -3.28625 -1.22438
H 11.44102 -4.83635 -3.83613
H 11.19855 -5.52896 -2.23844
H 9.09707 -5.11049 -3.95028
H 8.88530 -4.88983 -2.19492
H 10.77774 -1.28472 -2.59614
H 11.23350 -2.17247 -4.07703
C 2.70202 2.54363 3.69763
C 1.84488 1.79750 2.66605
C 1.21828 0.59153 3.37763
S 1.07201 1.05252 5.10943
O 1.93680 0.20397 5.88666
O -0.32361 1.22285 5.44327
C 1.83947 2.66051 4.95129
H 3.01105 3.52250 3.33450
H 3.60224 1.96578 3.91768
H 1.05690 2.45963 2.29942
H 2.43195 1.48207 1.80488
H 0.23079 0.35489 2.98782
H 1.85795 -0.28696 3.32235
H 2.40726 2.88242 5.85174
H 1.04485 3.39423 4.81745
```

Atom charges from the Löwdin analysis, given in e for atoms 1 to 6:
1. C 0.193
2. C 0.002
3. C -0.457
4. O 0.008
5. C -0.139
6. C -0.178

=====

Computed, not measured: the ion C6H13BrP with charge +1 in a non-equilibrium geometry, with ωB97M-V/def2-TZVPD.

The value obtained for the frontier orbital gap is 10.723 eV. Its relative energy (zero: lowest compared OMol25 entry of this formula, charge and spin) is 1.4 kcal/mol. The value obtained for the strongest force on any atom is 4.08 eV/Å. The total charge is +1. The value obtained for the LUMO energy is -3.347 eV.

```
21
C6H13BrP | the Open Molecules 2025 dataset | ωB97M-V/def2-TZVPD
C 2.93345 -0.61672 -0.05649
C 2.04099 0.20261 0.47547
C -1.30686 0.80676 1.57195
C -1.89434 0.48301 -1.32314
C -0.55515 -1.70215 -0.00804
C 0.89642 0.78296 -0.48100
P -0.73931 0.07620 -0.09204
Br 0.92199 2.80049 -0.48531
H 3.82496 -0.88001 0.50901
H 2.82700 -0.87611 -1.10123
H 2.08050 0.28496 1.51055
H -0.83717 -0.01634 2.11502
H -2.36871 0.96177 1.60397
H -0.87096 1.82141 1.60663
H -2.06903 1.47450 -1.59752
H -2.89245 0.21395 -1.02253
H -1.67783 -0.17824 -2.10094
H 0.35531 -1.84967 -0.47118
H -1.50081 -2.08521 -0.31060
H -0.40119 -2.07203 1.08395
H 1.23321 0.36786 -1.42655
```

Atom charges from the Löwdin analysis, given in e for atoms 1 to 6:
1. C 0.031
2. C -0.229
3. C -0.115
4. C -0.180
5. C -0.138
6. C -0.739